Density functional theory data (ωB97M-V/def2-TZVPD) for a cluster of 2 separate species, C6H14N2O2 in total.

Positions of all 24 atoms, in Å:
N1 -0.501 0.283 2.630
H1 0.414 0.393 2.854
C1 0.865 -1.588 -2.650
O1 0.113 0.813 -3.539
H2 -1.103 -2.789 2.097
H3 -0.049 -1.755 -3.244
N2 1.045 -0.394 -1.877
H4 1.253 1.836 -0.747
H5 -1.960 1.712 3.174
H6 -0.351 2.415 2.820
O2 -2.032 -0.635 1.283
C2 -1.005 -0.790 1.892
H7 -0.324 2.267 -1.092
H8 1.241 -2.402 -1.960
H9 0.963 2.793 -2.159
C3 0.621 1.991 -1.572
H10 1.045 -0.409 -0.859
C4 -0.320 -2.070 1.830
H11 0.521 -2.093 2.442
H12 1.644 -1.677 -3.458
C5 0.575 0.780 -2.434
C6 -1.081 1.668 2.489
H13 -1.369 1.964 1.361
H14 -0.204 -2.314 0.718

Spin multiplicity: 1
M, g/mol: 146.19
SMILES string: CNC(C)=O.CNC(C)=O
Maximum force, eV/Å: 3.39
Total charge: 0
E, eV: -13523.814